[1]
Molecular formula: C46H43CrN7O3SSe2Si
Method: DFT, wB97M-V/def2-TZVPD

Structure (XYZ):
```
104
Properties=species:S:1:pos:R:3:mulliken_charge:R:1
Cr 0.210 0.174 0.340 0.88
Se 1.314 2.815 1.831 0.05
Se 1.796 1.099 3.303 0.18
C 2.784 -0.051 2.133 -0.47
C 4.072 -0.377 2.535 -0.97
C 4.770 -1.334 1.825 -0.80
C 4.158 -1.915 0.723 -1.42
C 2.896 -1.496 0.368 -0.05
N 2.203 -0.573 1.050 1.75
C -0.604 2.610 1.816 -0.61
C -1.394 3.590 2.376 -0.82
C -2.775 3.431 2.328 -0.65
C -3.288 2.310 1.714 -1.03
C -2.417 1.370 1.182 -1.06
N -1.092 1.522 1.214 1.36
H 4.490 0.102 3.408 0.56
H 5.767 -1.626 2.126 0.46
H 4.643 -2.701 0.162 0.59
H 2.399 -1.927 -0.491 0.38
H -0.935 4.458 2.827 0.52
H -3.428 4.180 2.754 0.47
H -4.351 2.140 1.642 0.58
H -2.797 0.533 0.616 1.06
C -0.791 1.294 -1.315 -1.05
Si -2.002 0.388 -2.436 -0.23
C -1.367 -1.405 -2.510 -1.08
N -0.892 -1.863 -1.187 2.22
C 0.120 -2.920 -1.315 0.44
C -0.399 -4.208 -1.966 -1.03
C -1.781 -4.586 -1.399 -1.09
C -2.042 -3.835 -0.094 -0.58
C -2.032 -2.326 -0.345 -0.25
C -3.809 0.573 -1.925 0.62
C -4.746 -0.459 -2.010 -0.29
C -6.082 -0.249 -1.701 -0.83
C -6.516 1.010 -1.314 -0.61
C -5.607 2.057 -1.247 -0.79
C -4.272 1.837 -1.549 0.04
C -1.861 1.185 -4.147 0.82
C -0.614 1.350 -4.756 -0.42
C -0.478 2.037 -5.951 -0.82
C -1.596 2.579 -6.569 -0.64
C -2.845 2.419 -5.989 -0.74
C -2.974 1.729 -4.792 -0.61
H -1.301 2.187 -0.951 0.51
H -0.017 1.694 -1.967 1.12
H -0.534 -1.441 -3.221 0.76
H -2.121 -2.087 -2.926 0.46
H 0.495 -3.139 -0.322 -0.01
H 0.957 -2.533 -1.901 -0.59
H 0.327 -4.997 -1.759 0.63
H -0.456 -4.098 -3.051 0.22
H -1.840 -5.662 -1.237 0.54
H -2.567 -4.326 -2.114 0.31
H -1.284 -4.100 0.647 0.07
H -3.014 -4.113 0.316 0.56
H -2.009 -1.809 0.611 -1.07
H -2.962 -2.045 -0.840 0.49
H -4.439 -1.443 -2.349 0.41
H -6.789 -1.065 -1.779 0.45
H -7.560 1.180 -1.087 0.41
H -5.939 3.049 -0.967 0.46
H -3.578 2.670 -1.508 0.44
H 0.275 0.943 -4.280 0.44
H 0.502 2.159 -6.396 0.46
H -1.492 3.128 -7.495 0.40
H -3.722 2.839 -6.465 0.42
H -3.955 1.615 -4.346 0.36
N 5.005 -3.109 -8.501 -0.47
C 4.656 -2.552 -7.559 -0.12
C 4.219 -1.872 -6.378 0.50
C 4.866 -0.714 -5.951 -0.86
C 4.451 -0.077 -4.797 -0.86
C 3.395 -0.595 -4.058 0.61
C 2.731 -1.735 -4.495 0.13
C 3.140 -2.371 -5.652 -1.13
N 3.008 0.039 -2.846 0.46
C 3.822 0.761 -2.000 -0.97
C 3.045 1.144 -0.956 -1.23
N 1.765 0.671 -1.138 1.14
C 1.782 0.014 -2.279 -1.25
H 5.689 -0.315 -6.527 0.49
H 4.943 0.832 -4.478 0.50
H 1.906 -2.147 -3.931 0.57
H 2.631 -3.262 -5.991 0.48
H 4.868 0.916 -2.191 0.54
H 3.322 1.739 -0.104 0.46
H 0.911 -0.414 -2.741 0.50
O -2.585 -0.282 2.809 -0.68
C -1.780 -1.192 2.713 0.06
N -0.572 -1.159 2.046 0.93
S 0.268 -2.532 2.507 0.73
O 0.735 -3.270 1.362 -0.75
O 1.248 -2.230 3.519 -0.77
C -1.058 -3.400 3.272 0.29
C -1.147 -4.688 3.755 -0.62
C -2.362 -5.066 4.314 -0.63
C -3.427 -4.173 4.386 -0.57
C -3.306 -2.877 3.904 -0.63
C -2.097 -2.507 3.340 -0.01
H -0.312 -5.372 3.692 0.53
H -2.478 -6.070 4.700 0.43
H -4.361 -4.496 4.824 0.43
H -4.123 -2.169 3.950 0.54
```

The spin multiplicity is 2. The calculation puts the electronic energy at -8922.4904 a.u. For the HOMO energy (alpha / beta), the calculation gives -11.0811 / -10.9681 eV. The energy above the lowest of the compared OMol25 structures with the same formula, charge and spin is 1.480 eV. As for the net charge: +1. For the HOMO-LUMO gap (alpha / beta), the calculation gives 0.2939 / 0.2890 Eh. For the lowest unoccupied orbital energy (alpha / beta), the calculation gives -3.08 / -3.10 eV.



[2]
Molecular formula: C10H13N2
Method: DFT, wB97M-V/def2-TZVPD

Structure (XYZ):
```
25
Properties=species:S:1:pos:R:3:mulliken_charge:R:1
C 0.665 2.928 0.217 -0.86
C -0.747 2.796 0.205 -0.60
C 1.451 1.809 0.211 -0.49
C -1.362 1.536 0.142 -0.86
C 0.913 0.509 0.091 0.40
C -0.491 0.447 0.117 0.41
C 1.364 -0.885 -0.122 0.84
C 2.767 -1.225 -0.438 -1.42
C -1.459 -1.522 1.254 -0.74
C -1.567 -1.269 -1.238 -0.70
N 0.351 -1.663 -0.113 -1.20
N -0.861 -0.967 0.037 1.08
H 1.085 3.835 0.004 0.49
H -1.378 3.591 0.276 0.52
H 2.458 1.844 0.549 0.43
H -2.437 1.368 0.225 0.42
H 2.672 -1.909 -1.217 0.39
H 3.268 -1.782 0.391 0.32
H 3.316 -0.329 -0.625 0.39
H -1.653 -2.588 1.205 0.37
H -0.778 -1.427 2.002 0.44
H -2.479 -1.067 1.599 0.30
H -0.862 -1.052 -2.035 0.37
H -1.757 -2.321 -1.387 0.36
H -2.478 -0.656 -1.350 0.33
```

The calculation puts the electronic energy at -498.0522 a.u. For the HOMO energy, the calculation gives -13.5017 eV. The energy above the lowest of the compared OMol25 structures with the same formula, charge and spin is 2.644 eV. As for the net charge: +1. For the HOMO-LUMO gap, the calculation gives 0.3554 Eh. For the lowest unoccupied orbital energy, the calculation gives -3.83 eV.